One molecule with the formula C7H9NO2. Source: OMol25; level of theory: ωB97M-V with the def2-TZVPD basis set.

Output
Kohn-Sham gap: 9.587 eV
Relative energy (zero: lowest compared OMol25 entry of this formula, charge and spin): 3.742 eV
Energy: -477.2544 Ha
SMILES: C=CN1C(=O)CC[C@H]2O[C@H]21

CARTESIAN COORDINATES (ANGSTROEM)
C (0.8624, -0.9766, 0.2752)
C (-2.2179, -1.7413, -1.2866)
C (-0.9261, -1.4784, -1.1551)
C (1.4646, -0.0379, 1.2274)
C (1.4746, 1.2603, 0.3514)
C (0.1133, 1.8717, 0.4405)
C (-0.9787, 0.9218, 0.2405)
N (-0.4063, -0.6000, -0.1767)
O (1.4343, -1.9445, -0.2004)
O (-0.6616, 1.8096, -0.7436)
H (-2.6586, -2.2665, -2.0966)
H (-2.8698, -1.3257, -0.5113)
H (-0.0091, -1.7873, -1.7985)
H (0.8894, 0.3311, 2.1643)
H (2.3955, -0.4289, 1.5890)
H (2.2278, 2.0448, 0.7812)
H (1.8592, 0.9262, -0.5864)
H (0.0501, 2.6589, 1.0698)
H (-2.0430, 0.7627, 0.4159)